(1)
A structure of composition C15H34AlN3O6PS in a non-equilibrium geometry, computed with wB97M-V/def2-TZVPD.

Last column: natural (NBO) charge in e.
Element x y z (Å)
1 S 2.56 2.82 -1.68  -0.126
2 P 0.32 1.61 -4.12  1.331
3 Al -1.40 1.95 -0.21  1.931
4 O 3.73 -1.54 2.74  -0.735
5 O 0.42 0.07 -2.01  -0.568
6 O -0.67 2.14 4.12  -0.584
7 O -1.23 3.34 2.37  -0.507
8 O 0.40 2.27 -0.13  -0.936
9 O -1.30 1.60 -2.01  -0.925
10 N -1.92 -5.27 1.38  -0.848
11 N 2.48 -2.31 -0.28  -0.626
12 N -0.60 0.86 -5.14  -1.310
13 C -2.34 3.67 0.18  -1.042
14 C 3.55 0.66 1.66  -0.655
15 C 0.75 2.51 -1.44  -0.025
16 C 0.04 1.42 -2.30  0.205
17 C 3.15 -0.83 1.63  0.075
18 C -3.02 -0.55 -0.03  -0.390
19 C -2.15 0.42 0.81  -1.046
20 C 3.58 -1.58 0.35  -0.244
21 C -1.56 -4.10 0.57  -0.214
22 C -2.31 -1.87 -0.38  -0.389
23 C -1.50 2.56 3.39  0.667
24 C 1.61 -0.22 -1.29  -0.094
25 C 1.94 -1.71 -1.50  -0.235
26 C -2.33 3.99 1.66  -0.064
27 C -2.65 -3.03 0.56  -0.402
28 H 2.62 -1.82 -2.36  0.153
29 H -3.61 -3.50 0.28  0.194
30 H 2.06 -0.92 1.68  0.184
31 H -1.23 -1.69 -0.33  0.202
32 H 0.31 3.45 -1.83  0.174
33 H -1.37 -4.43 -0.46  0.176
34 H -0.11 0.16 -5.68  0.367
35 H -3.26 3.67 2.16  0.166
36 H 4.36 -2.29 0.65  0.211
37 H 4.18 0.93 0.80  0.201
38 H -0.63 -3.62 0.92  0.176
39 H -2.76 0.84 1.63  0.194
40 H -2.78 -2.64 1.58  0.190
41 H -2.58 2.39 3.54  0.080
42 H 3.59 -1.02 3.54  0.464
43 H 2.77 -3.26 -0.47  0.356
44 H -1.61 -5.16 2.34  0.350
45 H 4.12 0.89 2.57  0.206
46 H 1.44 -0.02 -0.22  0.188
47 H -3.39 3.61 -0.15  0.219
48 H 0.26 3.02 -4.21  -0.102
49 H -2.52 -2.15 -1.42  0.199
50 H -2.19 5.06 1.88  0.175
51 H 1.71 1.37 -4.21  -0.081
52 H -1.35 -0.14 1.32  0.215
53 H 2.90 2.28 -0.51  0.140
54 H 2.66 1.31 1.64  0.245
55 H 4.04 -0.87 -0.36  0.173
56 H -1.48 -6.11 1.02  0.350
57 H -1.87 4.47 -0.40  0.216
58 H -3.34 -0.07 -0.96  0.202
59 H 1.01 -2.22 -1.75  0.214
60 H -3.93 -0.80 0.53  0.175
61 H 2.44 0.42 -1.62  0.184

HOMO energy = -0.1965 Ha
Charge = -1

***

(2)
A cluster of 2 separate species, C15H34BClF4N3O5P in total in a non-equilibrium geometry, computed with wB97M-V/def2-TZVPD.

Last column: natural (NBO) charge in e.
Element x y z (Å)
1 Cl -1.34 -2.15 -3.34  0.046
2 P -0.33 0.57 -2.95  2.198
3 F 4.23 -0.47 4.71  -0.596
4 F 5.68 -2.19 4.17  -0.588
5 F 5.70 -1.28 6.30  -0.578
6 F 3.91 -2.58 5.61  -0.585
7 O 1.26 0.04 -2.81  -0.970
8 O -0.61 0.57 -4.62  -0.967
9 O -3.97 -0.70 -1.55  -0.520
10 O -5.08 2.22 -0.22  -0.704
11 O -0.38 0.05 -0.31  -0.358
12 N -1.05 -1.08 -0.77  -0.015
13 N -0.59 2.03 -2.42  -1.335
14 N -3.35 -0.38 -3.75  -0.847
15 C 2.73 1.18 1.56  -0.399
16 C -4.69 1.21 0.72  -0.058
17 C -1.48 -0.74 -2.18  -0.173
18 C -2.27 -1.30 0.16  -0.048
19 C 4.05 0.65 -0.67  -0.623
20 C -3.10 1.17 0.71  -0.450
21 C -2.94 -0.13 -2.35  0.181
22 C 4.05 -0.99 1.38  -0.631
23 C 1.47 1.32 0.66  -0.213
24 C 3.98 0.50 0.88  -0.233
25 C 0.93 -0.10 0.24  -0.130
26 C 0.41 2.16 1.43  -0.628
27 C -2.50 -0.18 1.22  -0.432
28 C -0.30 -2.39 -0.69  -0.442
29 C -3.55 -1.70 -0.65  -0.102
30 B 4.88 -1.63 5.20  1.351
31 H 5.13 0.64 -0.94  0.226
32 H -2.67 1.54 -0.24  0.215
33 H -5.01 1.60 1.70  0.195
34 H 3.29 -1.22 2.16  0.223
35 H -1.63 -0.01 1.89  0.249
36 H 3.59 -0.19 -1.23  0.186
37 H 5.03 -1.12 1.89  0.271
38 H 1.71 0.23 -3.64  0.524
39 H 3.93 -1.74 0.57  0.177
40 H -3.28 -2.63 -1.23  0.184
41 H -1.04 -3.19 -0.87  0.247
42 H -4.61 2.02 -1.04  0.453
43 H 0.04 -2.62 0.35  0.263
44 H 2.44 0.68 2.51  0.234
45 H -5.11 0.21 0.47  0.156
46 H 0.93 3.08 1.77  0.229
47 H 0.01 1.67 2.34  0.204
48 H -0.90 2.65 -3.16  0.383
49 H -2.81 1.93 1.48  0.236
50 H 0.57 -2.44 -1.37  0.265
51 H 0.88 -0.69 1.19  0.195
52 H -0.43 1.47 -4.92  0.507
53 H -3.47 0.49 -4.24  0.379
54 H -4.24 -0.88 -3.71  0.394
55 H -0.39 2.52 0.74  0.220
56 H 1.68 1.85 -0.29  0.217
57 H -3.28 -0.61 1.91  0.233
58 H -4.34 -2.03 0.05  0.241
59 H -2.96 0.98 -2.26  0.227
60 H -2.07 -2.21 0.77  0.241
61 H 3.64 1.61 -1.05  0.203
62 H 3.02 2.23 1.85  0.220
63 H 1.72 -0.54 -0.41  0.229
64 H 4.87 1.02 1.29  0.222

HOMO energy = -0.3459 Ha

***

(3)
A cluster of 3 separate species, C15H34BN7O9P in total in a non-equilibrium geometry, computed with wB97M-V/def2-TZVPD.

Last column: natural (NBO) charge in e.
Element x y z (Å)
1 P 2.15 2.51 -1.19  1.390
2 O 4.74 -0.11 2.37  -0.877
3 O 0.37 -3.56 -0.31  -0.559
4 O -3.80 2.06 -1.20  -0.505
5 O 2.54 6.08 -2.96  -0.588
6 O 1.56 -3.63 1.64  -0.497
7 O 4.00 -2.36 2.86  -0.891
8 O -2.64 -3.47 -0.30  -0.741
9 O -3.75 -3.53 2.40  -0.620
10 O 2.70 2.23 -2.73  -0.940
11 N 0.91 1.28 -0.77  -0.701
12 N 1.21 3.95 -1.24  -1.203
13 N 0.46 -0.62 0.60  -0.010
14 N -0.86 -0.93 0.33  -0.604
15 N 1.26 -1.31 1.46  -0.172
16 N 2.49 0.34 0.69  -0.414
17 N -2.58 2.61 -3.03  -0.847
18 C -0.39 1.35 -1.46  -0.237
19 C 3.98 7.78 -3.78  -0.724
20 C 1.00 -2.51 2.27  0.075
21 C 0.61 -4.32 0.84  0.225
22 C -5.50 -5.08 2.81  -0.724
23 C 3.61 6.65 -2.86  0.619
24 C -4.80 -3.76 2.97  0.634
25 C 4.61 6.26 -1.80  -0.722
26 C -1.45 2.20 -0.72  -0.529
27 C 2.46 -0.73 1.50  0.104
28 C -0.49 -4.21 -1.24  -0.106
29 C -1.87 -4.61 -0.69  -0.102
30 C 1.25 0.35 0.14  0.552
31 C -5.44 -2.74 3.87  -0.723
32 C -2.73 2.29 -1.62  0.694
33 B 3.79 -1.11 2.31  1.141
34 H -4.83 -1.84 3.89  0.232
35 H -0.29 -4.50 1.46  0.139
36 H -1.47 -0.15 0.56  0.382
37 H -0.08 -2.65 2.46  0.195
38 H -0.68 -3.47 -2.03  0.209
39 H -1.79 1.71 0.20  0.202
40 H 1.47 -2.44 3.26  0.230
41 H 1.09 -5.28 0.55  0.183
42 H -2.73 -3.44 0.66  0.493
43 H 4.85 0.15 3.30  0.506
44 H -1.82 -5.27 0.19  0.169
45 H 4.80 7.11 -1.14  0.238
46 H -1.08 3.20 -0.47  0.272
47 H 4.15 8.69 -3.20  0.238
48 H -5.58 -5.58 3.78  0.242
49 H 3.18 7.95 -4.49  0.240
50 H -0.20 1.80 -2.45  0.197
51 H -6.43 -2.48 3.49  0.246
52 H 1.93 2.01 -3.30  0.477
53 H 4.21 5.44 -1.21  0.225
54 H 4.89 7.52 -4.33  0.238
55 H 1.37 4.40 -2.15  0.427
56 H -2.42 -5.13 -1.49  0.195
57 H -0.76 0.33 -1.68  0.234
58 H 1.53 4.58 -0.51  0.408
59 H -5.53 -3.13 4.88  0.241
60 H 4.03 -2.24 3.82  0.503
61 H 5.54 5.93 -2.27  0.241
62 H -6.49 -4.93 2.39  0.245
63 H -1.72 3.14 -3.15  0.356
64 H 0.00 -5.06 -1.75  0.188
65 H -4.93 -5.72 2.14  0.235
66 H -1.20 -1.71 0.89  0.402
67 H -2.40 1.71 -3.48  0.376

HOMO energy = -0.4041 Ha
Charge = +1

***

(4)
A cluster of 6 separate species, C15H34BrO6PSi in total, computed with wB97M-V/def2-TZVPD.

Last column: natural (NBO) charge in e.
Element x y z (Å)
1 Br 0.37 -3.93 1.93  -0.300
2 P -1.65 -4.95 4.76  1.104
3 Si -1.65 -3.74 2.83  0.660
4 O -5.69 0.31 -0.71  -0.549
5 O -1.74 -4.15 6.01  -1.072
6 O 2.87 -2.20 -0.60  -0.552
7 O -1.39 -0.55 1.48  -0.596
8 O 2.00 3.08 -0.37  -0.565
9 O 1.65 3.81 -4.34  -0.555
10 C 2.55 5.18 -1.35  -0.729
11 C 4.74 -3.27 0.41  -0.722
12 C 1.00 1.56 -3.86  -0.721
13 C 3.56 -3.19 -0.52  0.600
14 C 0.40 -0.28 -0.08  -0.718
15 C 0.82 3.06 -3.86  0.606
16 C -5.29 -0.49 0.11  0.598
17 C -0.54 0.18 1.00  0.618
18 C 3.27 -4.42 -1.35  -0.722
19 C 2.06 4.29 -0.24  0.605
20 C -5.32 -1.98 -0.16  -0.721
21 C -0.36 1.61 1.46  -0.723
22 C -4.73 -0.07 1.44  -0.734
23 C -0.44 3.57 -3.21  -0.725
24 C 1.66 4.97 1.04  -0.724
25 H 0.86 5.69 0.85  0.232
26 H -3.70 -0.43 1.52  0.259
27 H 5.65 -3.47 -0.16  0.230
28 H -1.92 -2.33 3.12  -0.098
29 H 0.67 1.76 1.79  0.241
30 H -0.52 -5.79 4.62  -0.071
31 H 4.84 -2.33 0.95  0.237
32 H -0.48 3.25 -2.17  0.231
33 H 2.40 -4.26 -1.98  0.236
34 H -0.52 2.29 0.62  0.234
35 H 1.33 4.23 1.78  0.231
36 H -2.69 -5.91 4.57  -0.078
37 H -0.48 4.66 -3.27  0.231
38 H -2.64 -4.31 1.89  -0.146
39 H 0.29 0.37 -0.96  0.224
40 H 3.10 -5.28 -0.70  0.231
41 H 2.82 4.59 -2.23  0.255
42 H -1.32 3.15 -3.71  0.234
43 H -4.75 1.01 1.53  0.231
44 H 1.96 1.30 -4.31  0.237
45 H 0.19 1.08 -4.42  0.229
46 H 0.19 -1.31 -0.35  0.237
47 H -5.73 -2.18 -1.15  0.233
48 H -4.30 -2.38 -0.10  0.229
49 H -5.30 -0.52 2.25  0.225
50 H 1.77 5.90 -1.62  0.232
51 H 3.41 5.76 -1.01  0.230
52 H 4.61 -4.09 1.11  0.231
53 H 4.14 -4.66 -1.98  0.231
54 H 1.43 -0.20 0.25  0.257
55 H -1.06 1.83 2.27  0.228
56 H 2.50 5.53 1.44  0.233
57 H 0.97 1.18 -2.84  0.234
58 H -5.91 -2.49 0.60  0.226

HOMO energy = -0.3461 Ha
SMILES = O=[PH2][SiH2]Br.CC(C)=O.CC(C)=O.CC(C)=O.CC(C)=O.CC(C)=O

***

Look up the HOMO energy of the fourth one.
-0.3461 Ha

***

Look up the HOMO energy of the first one.
-0.1965 Ha